A structure of composition C33H36N2O8PTl. Source: the OMol25 dataset; level of theory: wB97M-V/def2-TZVPD.

Structure (XYZ):
```
81
Properties=species:S:1:pos:R:3
Tl -0.83 -0.90 -0.24
C -2.82 -1.45 -3.41
C -2.86 0.04 -3.06
O -1.62 0.61 -2.71
C -0.65 0.74 -3.72
C 0.32 -0.44 -3.82
O 0.96 -0.56 -2.57
C 1.91 -1.59 -2.48
C 1.30 -2.99 -2.53
O 0.35 -3.09 -1.49
C -0.74 -3.97 -1.71
C -1.73 -3.46 -2.76
O -2.01 -2.11 -2.47
H -2.44 -1.60 -4.43
H -3.85 -1.84 -3.38
H -3.48 0.19 -2.17
H -3.29 0.59 -3.90
H -0.06 1.62 -3.45
H -1.13 0.91 -4.70
H 1.07 -0.22 -4.61
H -0.21 -1.35 -4.09
H 2.36 -1.45 -1.49
H 2.67 -1.49 -3.27
H 2.10 -3.74 -2.39
H 0.84 -3.18 -3.51
H -1.24 -3.99 -0.73
H -0.39 -4.97 -1.99
H -2.64 -4.08 -2.71
H -1.32 -3.55 -3.78
N 2.49 1.05 1.09
P 1.54 1.34 -0.31
C 2.64 2.61 -1.04
C 2.68 3.95 -0.66
C 3.57 4.82 -1.28
C 4.42 4.36 -2.27
C 4.37 3.03 -2.66
C 3.48 2.17 -2.05
C 0.23 2.41 0.42
C -0.50 3.25 -0.42
C -1.53 4.01 0.09
C -1.86 3.94 1.43
C -1.16 3.07 2.26
C -0.13 2.30 1.76
C 2.50 -0.19 1.67
C 3.28 -0.48 2.80
C 3.25 -1.77 3.30
C 2.47 -2.73 2.66
C 1.73 -2.35 1.56
N 1.74 -1.11 1.08
H 2.97 1.80 1.58
H 2.02 4.31 0.11
H 3.60 5.85 -0.98
H 5.11 5.04 -2.74
H 5.03 2.67 -3.44
H 3.43 1.13 -2.35
H -0.25 3.30 -1.47
H -2.09 4.67 -0.56
H -2.66 4.54 1.83
H -1.42 3.00 3.30
H 0.40 1.62 2.41
H 3.87 0.29 3.26
H 3.83 -2.03 4.17
H 2.43 -3.74 3.02
H 1.09 -3.04 1.03
O -3.70 -3.90 1.57
C -2.77 -3.12 1.63
O -1.75 -3.08 0.87
C -2.80 -2.04 2.73
C -4.01 -1.73 3.33
C -4.11 -0.77 4.33
C -2.95 -0.14 4.70
O -2.76 0.84 5.66
C -1.38 1.10 5.67
O -0.74 0.34 4.67
C -1.73 -0.44 4.11
C -1.62 -1.39 3.12
H -4.88 -2.27 3.00
H -5.06 -0.54 4.79
H -0.96 0.85 6.66
H -1.21 2.18 5.48
H -0.67 -1.66 2.70
```

Properties
Orbital gap: 7.801 eV
ΔE to the lowest compared entry with this formula, charge and spin: 3.5 kJ/mol
Calculated total energy: -68147.014 eV
HOMO level: -0.2730 hartree